Here is C32H80CoF8N2O18S4 as an isolated structure in a non-equilibrium geometry from the Open Molecules 2025 dataset. Energies are from ωB97M-V with the def2-TZVPD basis set.

Values from the calculation:
expectation value of S² = 3.76
orbital gap (spin up / spin down) = 9.5167 / 8.5515 eV
HOMO energy (spin up / spin down) = -9.85 / -9.85 eV
spin multiplicity = 4

Last column: Mulliken charge in e.
Atoms and positions in Å:
C -16.431 6.867 -31.182  0.142
H -18.529 15.723 -29.012  -0.300
H -14.988 9.623 -24.113  -0.106
F -18.071 13.559 -30.081  -0.151
H -14.414 6.363 -24.164  0.369
H -23.539 12.310 -24.478  0.335
O -16.473 12.245 -25.468  -0.592
C -12.068 12.617 -28.598  -1.413
H -13.321 10.803 -31.198  0.370
H -18.556 12.914 -22.591  0.027
C -11.193 14.899 -29.233  -1.481
S -17.302 14.169 -31.357  0.504
H -10.313 14.524 -23.119  0.312
O -16.538 16.958 -32.237  -0.552
H -11.012 15.981 -22.414  0.338
H -7.627 16.498 -24.546  0.337
H -14.659 7.421 -27.057  0.212
C -13.872 11.340 -31.979  -1.215
H -17.696 9.109 -26.640  -1.058
C -16.183 12.297 -20.128  -1.350
O -18.024 13.055 -27.146  -0.263
H -15.825 7.165 -25.788  0.302
H -13.839 12.838 -33.499  0.095
H -11.624 12.275 -34.370  0.482
F -15.707 12.059 -29.112  -0.048
C -10.092 15.544 -22.802  -1.304
C -18.913 8.840 -24.820  -1.474
H -19.708 10.456 -26.688  0.241
H -19.399 12.303 -20.150  0.326
H -12.125 17.902 -27.530  0.280
H -13.366 13.950 -30.218  -0.861
H -12.451 14.461 -27.544  -0.811
H -18.371 6.608 -26.328  0.313
F -17.118 10.695 -28.197  -0.108
H -10.263 14.738 -28.686  0.454
C -15.076 7.872 -26.153  -0.278
H -11.116 12.368 -28.133  0.479
C -18.765 17.791 -29.095  -1.610
H -17.246 6.912 -31.898  0.370
C -17.553 12.096 -20.748  0.548
C -14.448 8.723 -23.811  -0.685
O -8.277 15.810 -24.408  -0.594
O -13.521 14.339 -29.342  1.880
H -12.216 12.171 -29.582  0.172
C -12.319 14.127 -28.571  1.760
H -14.015 16.838 -27.476  0.101
Co -15.437 15.167 -28.735  2.703
H -16.994 8.249 -29.570  -0.174
O -18.530 12.535 -19.812  -0.586
S -16.658 12.857 -26.754  -0.893
O -16.796 12.989 -31.981  -0.538
H -18.307 17.829 -30.086  0.251
O -15.219 6.650 -31.945  -0.572
O -21.115 13.098 -23.220  -0.526
H -15.970 13.367 -20.070  0.343
C -13.936 8.026 -25.123  0.026
H -21.607 14.749 -24.400  0.320
C -13.682 18.151 -28.863  0.593
O -18.411 14.880 -31.930  -0.661
H -12.211 19.568 -28.131  0.469
F -12.509 14.002 -25.336  -0.261
H -14.231 10.492 -32.561  0.625
O -15.043 15.099 -32.947  -0.572
H -13.396 19.107 -26.912  0.362
O -17.042 16.506 -27.843  -0.217
H -18.119 8.269 -24.324  0.278
H -18.488 18.734 -28.610  0.336
H -11.533 16.767 -24.874  0.265
H -12.559 10.821 -34.187  0.424
O -16.130 14.863 -24.626  -0.435
H -19.956 13.299 -25.617  -0.282
H -15.266 18.781 -30.220  0.233
H -17.533 14.084 -21.648  0.428
C -21.030 13.112 -25.569  -0.813
S -15.720 15.827 -31.911  0.766
H -18.764 9.846 -24.418  0.376
H -17.839 11.074 -21.009  0.246
H -10.100 17.270 -25.813  0.376
H -9.267 17.345 -23.681  0.327
F -13.770 13.481 -23.683  -0.217
H -15.630 8.740 -26.503  -0.336
H -13.618 9.028 -23.176  0.281
H -19.326 15.232 -26.930  0.204
C -18.880 7.402 -26.881  -1.540
H -19.908 7.085 -27.049  0.441
H -16.954 17.070 -27.068  0.214
O -12.441 13.413 -32.105  -0.407
H -12.906 12.142 -28.075  0.099
H -11.377 15.976 -29.264  0.160
C -18.401 16.560 -28.325  1.385
H -18.386 7.342 -27.857  0.128
C -12.074 11.618 -33.620  -1.710
H -20.987 12.015 -25.525  0.389
H -14.072 20.074 -29.680  0.435
H -16.868 12.840 -22.693  0.039
H -14.481 6.751 -31.334  0.347
H -11.685 13.638 -32.652  0.263
H -19.221 16.852 -26.186  0.378
C -16.077 11.488 -27.957  0.180
H -12.952 17.909 -29.643  0.095
O -14.373 15.868 -25.949  -0.807
H -17.545 5.666 -29.781  0.280
H -15.292 8.058 -29.823  0.287
H -13.105 8.478 -25.656  0.352
F -14.464 16.496 -31.173  -0.228
C -21.746 13.662 -24.364  0.496
H -9.354 15.632 -22.005  0.328
C -16.242 8.161 -30.354  -0.373
C -19.319 16.305 -27.126  -1.452
N -16.228 14.972 -30.545  -0.098
H -23.748 13.787 -25.259  0.403
O -13.669 6.690 -24.668  -0.620
S -15.116 14.668 -25.616  0.432
F -13.827 12.275 -25.486  0.035
H -15.355 19.553 -28.652  0.286
C -12.797 18.736 -27.745  -1.505
H -11.290 11.148 -33.026  0.369
C -18.702 8.827 -26.340  2.552
C -23.257 13.362 -24.383  -1.519
F -15.092 10.788 -27.425  0.050
H -23.626 13.698 -23.414  0.356
C -14.659 19.196 -29.416  -1.484
H -19.846 8.391 -24.487  0.350
H -11.081 14.638 -30.286  0.122
C -9.534 16.321 -23.974  0.325
H -15.303 12.032 -20.728  0.288
N -15.644 14.007 -27.115  0.338
O -14.226 16.916 -28.423  0.705
H -15.795 5.808 -29.427  0.158
C -13.140 12.359 -32.812  0.781
O -19.775 9.529 -26.952  -0.632
H -15.083 8.010 -23.293  0.396
H -16.235 9.030 -31.010  0.151
H -16.386 4.726 -30.686  0.354
H -15.998 11.726 -19.219  0.352
H -10.622 15.571 -25.671  -0.009
C -13.699 13.505 -25.011  0.348
C -17.667 13.054 -21.973  -0.618
H -19.842 17.876 -29.230  0.408
C -10.503 16.518 -25.135  -0.681
C -16.542 5.696 -30.215  -0.997
H -14.683 11.832 -31.436  -0.068
H -20.362 16.514 -27.384  0.437
H -20.760 13.825 -22.701  0.321
H -21.530 13.338 -26.512  0.490

Here is a 6-piece molecular cluster, C32H80NO11SSi overall in a non-equilibrium geometry from the Open Molecules 2025 dataset. Energies are from ωB97M-V with the def2-TZVPD basis set.

Values from the calculation:
charge = +1
orbital gap = 8.3071 eV
HOMO energy = -10.37 eV
spin multiplicity = 1

Last column: Mulliken charge in e.
Atoms and positions in Å:
O -0.905 -2.825 5.159  -0.370
H -0.377 3.521 -4.967  0.068
H -1.743 0.175 -7.912  0.503
H -0.712 -3.434 2.684  0.322
C 0.269 4.243 -4.466  -0.649
C 1.733 -0.756 0.137  -1.123
H -0.567 3.697 8.197  0.315
H -0.632 5.720 -1.375  0.478
C 6.855 -3.326 -2.586  -0.538
C 3.348 0.279 -2.189  -0.903
H -7.663 -6.152 8.704  0.318
H 3.983 -0.603 -2.137  0.130
C 0.235 -3.874 2.364  -0.436
H 6.932 -5.310 -3.430  0.325
H -1.199 6.198 -2.957  0.458
H -1.285 2.544 0.539  0.466
H -6.280 -6.732 4.414  0.255
C -0.451 5.387 4.582  -0.180
H 0.073 -4.927 2.140  0.297
H -5.751 -5.191 3.706  0.311
H 2.297 -2.321 4.271  0.402
H 7.394 -2.729 -1.843  0.348
H -3.660 5.124 5.161  0.253
O -7.176 -4.588 7.437  -0.371
H -0.114 4.983 0.975  0.281
O 0.314 -0.697 -9.115  -0.379
C -0.006 1.258 -3.071  -0.143
H 0.907 -3.325 6.030  0.334
H 0.101 5.033 3.704  0.217
H -7.024 -5.215 4.953  0.349
H 0.634 2.018 -3.514  0.209
O 5.460 -3.304 -2.316  -0.317
C 1.186 -1.828 -2.652  -1.144
C 0.292 0.520 -9.845  -0.610
C -1.459 1.691 -2.945  -0.959
H 0.623 3.861 -2.379  0.378
H 5.814 -3.656 -0.285  0.465
C 6.192 -6.270 -1.308  -0.696
C 1.162 -0.673 -7.983  -0.845
S -1.734 3.472 -2.776  0.191
H 0.529 6.314 -2.547  0.322
H 0.195 5.229 -6.316  0.449
C -1.074 3.461 -0.003  -0.500
H 5.225 -2.030 -0.706  0.351
H 2.220 0.005 0.740  0.393
N -1.046 4.595 0.925  -0.545
H -0.483 6.480 4.540  0.331
O -0.209 0.881 -6.682  -0.043
H 1.298 5.354 5.798  0.376
H -0.110 3.326 -0.474  0.343
H -1.858 1.859 -7.370  0.239
H -1.839 1.230 -2.042  0.620
H 3.427 0.697 -3.188  0.390
O 0.468 0.933 -1.777  -0.330
H 8.483 -4.666 -2.879  0.374
H 2.347 -1.654 0.189  0.281
O -1.760 4.849 4.482  -0.366
H 1.803 6.766 -6.066  0.373
C -6.093 -5.681 4.625  -0.767
H 1.626 -1.661 -7.907  0.395
H -0.547 -4.869 4.904  0.359
H -3.014 6.477 4.206  0.320
H 2.227 5.946 -4.540  0.356
H -2.708 4.601 -0.924  0.573
H -2.963 2.883 -0.897  0.613
H 1.961 0.063 -8.118  0.374
H -5.667 -3.393 8.077  0.372
C 0.290 4.929 5.823  -0.658
H 1.114 -0.434 -5.865  0.006
H -0.707 6.082 -5.120  0.406
C -0.374 5.732 -2.430  -1.904
O 1.230 -3.792 3.367  -0.400
H 0.865 -1.754 3.400  0.141
H 1.169 0.587 -10.496  0.332
C -1.274 -4.184 5.341  -0.685
H 0.387 3.838 5.830  0.349
H -2.472 6.223 5.884  0.356
H 1.175 7.340 -4.547  0.330
H -1.772 3.878 6.898  0.297
H 0.006 0.417 -3.764  0.075
H -1.825 4.944 8.313  0.250
H -2.078 1.329 -3.754  0.441
O -0.322 5.380 7.015  -0.371
H 4.128 -3.431 -0.785  0.185
C -2.207 3.650 -1.034  -1.058
C -5.031 -4.366 6.293  -0.022
H 0.568 -1.600 5.830  0.399
H 0.579 -3.369 1.454  -0.018
O 7.312 -5.405 -1.396  -0.384
H 6.404 -7.218 -1.813  0.325
H 1.264 3.819 -4.520  0.501
O -5.087 -5.615 5.622  -0.382
H 7.001 -2.857 -3.563  0.362
H -6.872 -6.638 7.184  0.311
C 1.442 6.444 -5.098  -1.301
C -1.574 0.850 -7.072  -1.026
H 3.738 0.976 -1.455  0.315
C -1.165 4.416 7.628  -0.700
H 0.753 -1.000 0.532  0.258
C 0.213 5.533 -5.274  -0.809
H 5.295 -5.826 -1.745  0.279
C 0.478 -2.581 5.352  -0.648
C 7.419 -4.731 -2.638  -0.507
H -0.603 0.518 -10.464  0.251
H -2.205 0.536 -6.231  0.330
H 0.266 1.392 -9.189  0.192
H -3.977 -4.164 6.501  0.085
H -0.346 -1.185 -6.529  0.418
H 1.695 -1.799 -3.611  0.320
C 1.250 -2.548 4.049  -0.191
C -5.786 -4.374 7.607  -0.684
H 0.118 -1.929 -2.819  0.333
Si 1.640 -0.284 -1.675  0.467
H -1.378 -4.404 6.409  0.347
H -5.404 -3.568 5.642  0.343
H -5.364 -5.123 8.284  0.358
H 6.010 -6.469 -0.253  0.253
H -2.237 -4.337 4.855  0.160
H -1.345 4.327 1.855  0.176
C 0.404 -0.406 -6.699  -0.103
C -2.773 5.723 4.963  -0.796
C -7.574 -5.935 7.634  -0.720
C -0.158 4.324 -2.975  0.846
C 5.154 -3.097 -0.949  -0.810
H -8.549 -6.064 7.168  0.248
H 1.590 -2.683 -2.120  0.471

Here is a 8-piece molecular cluster, C32H80O16 overall in a non-equilibrium geometry from the Open Molecules 2025 dataset. Energies are from ωB97M-V with the def2-TZVPD basis set.

Values from the calculation:
SMILES = COCCOC.COCCOC.COCCOC.COCCOC.COCCOC.COCCOC.COCCOC.COCCOC
energy above the lowest of the compared OMol25 structures with the same formula, charge and spin = 145.5 kJ/mol
orbital gap = 9.7479 eV
HOMO energy = -9.13 eV
spin multiplicity = 1

Last column: Mulliken charge in e.
Atoms and positions in Å:
O 0.746 5.263 -2.211  -0.356
H -1.691 0.650 -1.159  -0.660
C 0.007 0.123 6.775  -0.927
C 1.520 5.647 7.728  -0.775
H -2.891 4.775 -0.860  0.393
C -0.789 1.650 -5.353  -1.034
H 0.813 -2.039 2.914  0.148
H -1.122 0.592 2.776  0.102
H -4.035 -3.722 2.234  0.571
O -1.558 1.438 -4.169  0.083
C 2.657 4.576 4.385  -0.640
O -0.246 -0.352 1.122  0.392
C -0.432 3.823 -0.750  0.306
C -1.159 -2.819 -5.649  -0.443
H 2.752 6.365 5.540  0.453
O -1.544 -1.413 -1.114  -0.128
O -0.505 -4.012 -6.069  -0.316
C -2.948 1.752 -4.401  -0.687
C 1.505 2.510 4.751  -0.046
H 5.685 -2.985 -3.259  0.330
H 1.578 5.086 8.662  0.241
H 0.537 3.842 -0.255  0.395
H 0.651 -2.029 -4.784  0.024
H -0.755 -0.984 4.516  0.271
O 1.762 3.618 3.895  -0.327
C 0.128 0.111 -0.164  -0.374
O -1.502 3.740 0.152  -0.278
H 2.128 6.544 7.884  0.304
H -5.258 -0.777 3.086  0.263
O 2.548 -1.716 4.149  -0.392
H -0.669 5.930 -0.965  0.457
H 3.937 -3.209 4.295  0.281
H 0.025 -4.913 2.482  0.284
O -3.744 -2.090 3.466  -0.265
H -0.802 -5.938 -6.540  0.247
O 4.017 -3.229 -2.026  -0.340
H -1.234 -2.648 2.316  -0.489
H 0.047 -4.203 0.863  -0.003
H 4.274 -1.225 -2.435  0.423
H 1.090 5.804 5.172  0.332
H 3.125 -3.099 2.738  0.094
H 0.362 1.179 -0.060  0.354
H 5.129 -0.339 1.740  0.297
H -2.976 2.840 -4.292  0.324
H -0.727 -0.883 -4.930  -0.265
H -0.948 0.594 6.502  0.319
H 0.178 7.145 -2.799  0.317
H -2.288 -0.019 1.589  0.007
H -1.879 -3.811 3.619  0.482
H -2.029 -4.852 -7.166  0.314
C 5.554 -1.224 1.252  -0.697
C -0.953 -0.146 -1.217  0.970
C -1.952 -3.423 2.599  0.509
H 2.946 5.241 3.571  0.344
H -3.542 3.764 0.383  0.229
H -2.042 -5.286 -5.425  0.289
H -5.710 -2.521 3.040  0.339
H 0.188 -2.140 5.318  0.433
H 2.226 -3.758 4.127  0.269
C -2.815 3.777 -0.423  -0.908
H 2.089 -2.203 -6.407  0.159
C 2.973 -3.013 3.826  -0.582
H -3.991 -0.739 -1.504  0.120
H 4.766 -4.562 -3.413  0.247
H -2.919 2.952 -1.126  0.287
H -1.365 1.376 1.247  0.027
H 3.529 -0.478 -0.239  0.337
H -1.435 -3.278 -1.970  0.304
H 5.161 -2.083 1.817  0.244
H 3.548 4.045 4.750  0.369
H 1.735 6.605 -3.511  0.275
C 1.241 -1.420 3.708  0.505
O 0.354 -1.104 -6.588  -0.390
H -0.399 2.936 -1.400  -0.239
C -3.815 1.027 -3.410  -0.260
C -0.798 -2.430 -1.707  -0.189
H 1.051 -2.729 -7.759  0.228
O 2.017 4.801 6.713  -0.282
C 0.279 -1.147 4.837  -0.543
C -0.493 -4.901 1.518  -0.374
C 4.723 -3.497 -3.227  -0.572
H 1.126 -0.251 -0.424  -0.528
C 3.954 -1.479 -0.383  -0.132
C -3.371 -2.862 2.361  -0.563
H -0.443 -5.866 1.018  0.295
H 1.147 2.797 5.740  0.243
C -1.273 0.384 1.716  -0.376
H 0.128 1.129 -5.077  0.294
H -0.359 -0.076 -2.136  0.131
H -5.530 -0.463 -2.277  0.371
H -5.374 -1.694 4.613  0.214
C 0.754 6.292 -3.186  -0.729
C -0.192 -1.703 -5.406  0.471
C -5.121 -1.758 3.556  -0.764
H -3.244 1.481 -5.420  0.438
H 0.525 0.896 7.348  0.280
H 1.371 -0.496 3.126  -0.166
H 0.480 5.933 7.549  0.316
H 0.827 1.852 4.219  -0.310
H -4.848 1.371 -3.584  0.517
H -1.410 5.130 -2.272  0.422
O 0.844 -0.191 5.692  -0.225
H -4.606 -1.979 -2.585  0.266
C 1.386 -1.862 -7.175  -0.535
C -1.408 -5.069 -6.289  -0.772
C -0.519 5.063 -1.637  -0.883
H -1.672 -3.086 -4.718  0.314
H -3.265 -2.295 1.428  0.070
H -0.583 2.703 -5.565  0.203
H -1.217 1.156 -6.228  0.428
H 3.393 -2.175 0.259  0.059
O -3.730 -0.365 -3.475  -0.311
O -1.834 -4.505 1.691  -0.458
H 2.487 2.023 4.846  0.329
H -0.189 -0.771 7.377  0.357
H 0.094 5.958 -3.996  0.251
H -0.027 -2.843 -1.045  -0.138
H 1.844 -1.210 -7.926  0.265
H -1.827 -2.489 -6.456  0.376
O 5.331 -1.507 -0.109  -0.443
H 4.132 -3.025 -4.023  0.127
H 2.632 -1.670 -2.093  0.122
H 6.626 -1.171 1.446  0.328
C 3.667 -1.899 -1.808  -0.327
C -4.543 -0.903 -2.438  -0.654
H -3.579 1.430 -2.411  0.005
H -0.303 -2.160 -2.647  -0.139
C 2.095 5.488 5.483  -0.543

| no. | molar mass (g mol⁻¹) |
| --- | --- |
| 1 | 1120.17 |
| 2 | 715.14 |
| 3 | 720.98 |